Record 1
{
  "formula": "C37H79AlN3O18",
  "method": "ωB97M-V with the def2-TZVPD basis set",
  "total_charge": -1,
  "max_force_ha_per_bohr": 0.0169,
  "e_homo_ev": -5.00,
  "multiplicity": 1,
  "e_tot_ha": -3218.2946,
  "symbols": ["C", "C", "C", "C", "C", "C", "C", "C", "C", "C", "C", "C", "C", "C", "Al", "C", "C", "C", "C", "N", "C", "N", "N", "H", "H", "H", "H", "H", "H", "H", "H", "H", "H", "H", "H", "H", "H", "H", "H", "H", "H", "H", "H", "H", "H", "H", "H", "H", "H", "H", "H", "H", "H", "H", "H", "H", "H", "H", "H", "H", "H", "H", "H", "H", "H", "H", "C", "O", "C", "O", "O", "C", "H", "H", "H", "H", "H", "H", "C", "O", "C", "O", "O", "C", "H", "H", "H", "H", "H", "H", "C", "O", "C", "O", "O", "C", "H", "H", "H", "H", "H", "H", "C", "O", "C", "O", "O", "C", "H", "H", "H", "H", "H", "H", "C", "O", "C", "O", "O", "C", "H", "H", "H", "H", "H", "H", "C", "O", "C", "O", "O", "C", "H", "H", "H", "H", "H", "H"],
  "positions_angstrom": [[4.50, -4.46, 4.04], [4.48, -4.73, 2.53], [4.65, -3.46, 1.71], [4.56, -3.70, 0.20], [3.94, -2.55, -0.61], [4.76, -1.26, -0.67], [4.53, -0.30, 0.51], [3.13, 0.33, 0.50], [2.24, -0.22, 1.60], [0.77, 0.27, 1.65], [0.24, 0.98, 0.40], [-0.05, 0.03, -0.77], [-1.26, -0.89, -0.52], [-2.09, -1.28, -1.75], [-4.05, -1.63, -1.34], [-4.37, -3.62, -1.24], [-3.62, -4.32, -0.08], [-4.52, -4.85, 1.06], [-4.35, -4.21, 2.44], [-2.97, -4.24, 2.94], [-2.24, -3.07, 3.18], [-1.11, -3.18, 3.74], [-2.77, -1.80, 2.82], [4.75, -5.35, 4.61], [5.22, -3.68, 4.28], [3.52, -4.10, 4.38], [5.27, -5.46, 2.29], [3.52, -5.19, 2.25], [3.85, -2.77, 2.01], [5.59, -2.97, 1.96], [3.96, -4.60, 0.03], [5.56, -3.90, -0.20], [3.79, -2.91, -1.63], [2.94, -2.35, -0.21], [4.49, -0.72, -1.58], [5.82, -1.50, -0.75], [4.66, -0.83, 1.46], [5.31, 0.47, 0.50], [2.68, 0.18, -0.49], [3.19, 1.42, 0.63], [2.22, -1.32, 1.59], [2.71, 0.04, 2.56], [0.11, -0.58, 1.83], [0.65, 0.94, 2.51], [0.90, 1.79, 0.09], [-0.71, 1.45, 0.67], [0.82, -0.61, -0.95], [-0.23, 0.62, -1.68], [-1.90, -0.40, 0.23], [-0.88, -1.81, -0.06], [-2.04, -0.47, -2.49], [-1.64, -2.16, -2.23], [-5.03, -1.00, -2.50], [-4.38, -0.93, 0.12], [-5.44, -3.84, -1.18], [-4.03, -4.04, -2.20], [-2.86, -3.66, 0.35], [-3.05, -5.18, -0.48], [-4.38, -5.93, 1.19], [-5.57, -4.72, 0.76], [-4.96, -4.79, 3.14], [-4.74, -3.19, 2.45], [-2.42, -4.92, 2.45], [-0.69, -2.25, 3.77], [-3.59, -1.55, 3.36], [-3.07, -1.75, 1.84], [-0.41, -6.83, 1.86], [0.90, -7.27, 1.48], [0.92, -8.10, 0.44], [-0.03, -8.50, -0.17], [2.20, -8.41, 0.18], [2.37, -9.29, -0.93], [-0.25, -6.16, 2.71], [-0.88, -6.29, 1.04], [-1.03, -7.67, 2.15], [1.98, -8.83, -1.84], [1.86, -10.24, -0.76], [3.44, -9.45, -1.02], [4.84, 6.89, 0.16], [4.22, 5.63, 0.45], [4.13, 5.35, 1.75], [4.54, 6.05, 2.65], [3.51, 4.18, 1.88], [3.35, 3.75, 3.24], [4.85, 6.98, -0.92], [4.27, 7.71, 0.60], [5.86, 6.92, 0.55], [2.75, 4.46, 3.80], [4.32, 3.63, 3.72], [2.84, 2.79, 3.19], [-8.61, -1.18, 6.72], [-7.19, -1.13, 6.88], [-6.56, -2.26, 6.55], [-7.10, -3.27, 6.17], [-5.25, -2.08, 6.72], [-4.45, -3.21, 6.36], [-8.97, -0.20, 7.03], [-8.87, -1.37, 5.68], [-9.04, -1.95, 7.35], [-4.58, -3.46, 5.31], [-4.71, -4.07, 6.98], [-3.42, -2.92, 6.55], [2.09, 9.72, -2.37], [2.47, 9.71, -3.75], [3.75, 9.42, -3.97], [4.57, 9.19, -3.12], [3.97, 9.42, -5.28], [5.32, 9.10, -5.65], [1.03, 9.97, -2.37], [2.24, 8.74, -1.93], [2.66, 10.46, -1.82], [5.59, 8.11, -5.30], [6.01, 9.84, -5.25], [5.33, 9.13, -6.74], [-6.35, 1.50, -0.90], [-7.34, 1.82, -1.90], [-7.39, 3.09, -2.25], [-6.72, 3.99, -1.82], [-8.34, 3.23, -3.19], [-8.50, 4.56, -3.67], [-6.41, 0.44, -0.73], [-5.35, 1.74, -1.27], [-6.55, 2.06, 0.01], [-7.57, 4.92, -4.12], [-8.78, 5.23, -2.86], [-9.29, 4.52, -4.41], [3.67, 2.95, -8.64], [3.34, 3.40, -7.32], [3.14, 4.72, -7.23], [3.22, 5.51, -8.14], [2.83, 5.00, -5.97], [2.55, 6.38, -5.73], [3.81, 1.88, -8.55], [2.87, 3.17, -9.33], [4.59, 3.42, -8.99], [1.69, 6.71, -6.31], [3.41, 7.00, -5.98], [2.33, 6.46, -4.66]],
  "lowdin_charge": [-0.12, -0.27, -0.24, -0.21, -0.21, -0.21, -0.20, -0.21, -0.20, -0.19, -0.22, -0.22, -0.33, -0.30, 0.27, -0.31, -0.29, -0.20, -0.22, 0.03, -0.56, 0.11, 0.10, 0.06, 0.07, 0.07, 0.11, 0.10, 0.09, 0.11, 0.11, 0.11, 0.11, 0.10, 0.11, 0.11, 0.09, 0.10, 0.09, 0.10, 0.09, 0.10, 0.09, 0.10, 0.10, 0.11, 0.09, 0.10, 0.06, 0.10, 0.03, 0.04, -0.09, -0.06, 0.03, 0.03, 0.07, 0.09, 0.10, 0.10, 0.10, 0.10, 0.09, 0.03, 0.07, 0.02, -0.03, 0.00, -0.63, 0.12, 0.00, -0.05, 0.09, 0.09, 0.10, 0.10, 0.09, 0.09, -0.04, 0.00, -0.63, 0.12, 0.00, -0.03, 0.09, 0.10, 0.10, 0.10, 0.10, 0.08, -0.04, 0.00, -0.63, 0.12, 0.01, -0.02, 0.09, 0.10, 0.09, 0.08, 0.10, 0.10, -0.03, 0.00, -0.63, 0.12, -0.01, -0.04, 0.09, 0.09, 0.10, 0.10, 0.10, 0.10, -0.05, 0.01, -0.63, 0.11, -0.01, -0.06, 0.04, 0.09, 0.09, 0.09, 0.09, 0.09, -0.04, 0.01, -0.62, 0.12, 0.02, -0.02, 0.09, 0.10, 0.09, 0.11, 0.08, 0.10]
}

***

Record 2
{
  "formula": "C24H61N3O8",
  "method": "ωB97M-V with the def2-TZVPD basis set",
  "total_charge": 0,
  "max_force_ha_per_bohr": 0.1108,
  "de_lowest_ev": 4.425,
  "e_homo_ev": -7.76,
  "smiles": "COCCNCCOC.COCCNCCOC.COCCNCCOC.CC(C)O.CC(C)O",
  "multiplicity": 1,
  "e_tot_ha": -1716.8744,
  "symbols": ["C", "O", "C", "C", "N", "C", "C", "O", "C", "H", "H", "H", "H", "H", "H", "H", "H", "H", "H", "H", "H", "H", "H", "H", "C", "O", "C", "C", "N", "C", "C", "O", "C", "H", "H", "H", "H", "H", "H", "H", "H", "H", "H", "H", "H", "H", "H", "H", "C", "O", "C", "C", "N", "C", "C", "O", "C", "H", "H", "H", "H", "H", "H", "H", "H", "H", "H", "H", "H", "H", "H", "H", "C", "C", "C", "O", "H", "H", "H", "H", "H", "H", "H", "H", "C", "C", "C", "O", "H", "H", "H", "H", "H", "H", "H", "H"],
  "positions_angstrom": [[2.71, 1.42, 3.93], [2.00, 0.21, 3.79], [1.74, -0.20, 2.47], [1.65, -1.70, 2.60], [1.86, -2.17, 1.25], [2.06, -3.61, 1.21], [2.24, -3.94, -0.26], [1.94, -5.32, -0.31], [3.03, -6.10, -0.81], [2.60, 1.65, 4.92], [2.23, 2.11, 3.35], [3.69, 1.32, 3.58], [2.64, 0.04, 1.92], [0.85, 0.26, 2.04], [0.83, -2.06, 3.09], [2.51, -2.07, 3.22], [1.11, -1.92, 0.55], [1.06, -3.99, 1.51], [2.83, -3.84, 1.88], [3.13, -3.59, -0.73], [1.52, -3.48, -0.87], [4.00, -5.65, -0.65], [2.93, -6.34, -1.93], [3.12, -6.98, -0.21], [-4.82, 1.78, -0.75], [-4.33, 1.89, -2.09], [-3.14, 2.53, -2.24], [-2.81, 1.81, -3.60], [-1.31, 2.05, -3.92], [-0.40, 1.17, -3.23], [-0.40, -0.24, -3.88], [0.29, -1.26, -3.15], [0.47, -2.53, -3.87], [-4.12, 2.00, 0.07], [-5.05, 0.78, -0.39], [-5.69, 2.43, -0.70], [-2.45, 2.37, -1.42], [-3.26, 3.60, -2.32], [-3.42, 2.42, -4.39], [-3.20, 0.80, -3.58], [-1.01, 3.04, -3.85], [-0.53, 1.21, -2.11], [0.57, 1.60, -3.22], [-0.01, -0.20, -4.90], [-1.45, -0.56, -4.00], [0.77, -3.19, -3.02], [1.28, -2.50, -4.57], [-0.34, -3.01, -4.44], [-4.49, 1.33, 5.32], [-3.44, 1.16, 4.38], [-3.38, 2.06, 3.26], [-1.97, 1.93, 2.65], [-1.97, 2.72, 1.38], [-0.69, 2.66, 0.65], [0.49, 3.37, 1.23], [1.57, 2.68, 0.64], [2.74, 3.34, 1.14], [-4.42, 2.33, 5.57], [-4.37, 0.62, 6.13], [-5.47, 1.05, 4.84], [-3.41, 3.08, 3.59], [-4.16, 1.79, 2.58], [-1.81, 0.89, 2.53], [-1.13, 2.16, 3.43], [-2.13, 3.66, 1.62], [-0.85, 3.11, -0.29], [-0.35, 1.63, 0.48], [0.63, 3.09, 2.29], [0.54, 4.46, 1.10], [2.61, 3.88, 2.03], [3.01, 4.04, 0.42], [3.52, 2.56, 1.32], [-1.56, -1.80, 1.45], [-1.58, -1.80, -0.07], [-2.38, -0.70, -0.60], [-0.26, -1.57, -0.44], [-0.92, -1.00, 1.78], [-1.20, -2.80, 1.65], [-2.56, -1.67, 1.86], [-1.95, -2.69, -0.55], [-2.56, -0.77, -1.71], [-1.89, 0.26, -0.49], [-3.31, -0.68, 0.03], [-0.27, -1.36, -1.38], [3.51, -1.60, -2.71], [3.40, -0.10, -2.47], [2.68, 0.02, -1.18], [4.60, 0.49, -2.66], [4.34, -2.06, -2.19], [3.62, -1.70, -3.85], [2.65, -2.16, -2.37], [2.77, 0.34, -3.23], [2.99, -0.73, -0.48], [1.59, -0.09, -1.38], [2.80, 1.06, -0.74], [4.56, 1.47, -2.52]],
  "lowdin_charge": [-0.08, -0.18, -0.20, -0.20, -0.09, -0.17, -0.22, -0.18, -0.10, 0.07, 0.02, 0.08, 0.12, 0.11, 0.08, 0.14, 0.08, 0.13, 0.11, 0.10, 0.08, 0.07, 0.11, 0.07, -0.09, -0.21, -0.25, -0.11, -0.07, -0.23, -0.18, -0.24, -0.05, 0.06, 0.07, 0.09, 0.07, 0.12, 0.14, 0.09, 0.11, 0.10, 0.10, 0.13, 0.11, 0.09, 0.07, 0.09, -0.09, -0.21, -0.20, -0.17, -0.02, -0.21, -0.24, -0.21, -0.10, 0.06, 0.09, 0.10, 0.11, 0.11, 0.08, 0.15, 0.09, 0.09, 0.11, 0.11, 0.14, 0.06, 0.07, 0.11, -0.01, -0.50, -0.05, -0.08, 0.05, 0.08, 0.09, 0.14, 0.11, 0.06, 0.10, 0.05, -0.04, -0.57, -0.05, -0.02, 0.08, 0.11, 0.03, 0.12, 0.06, 0.07, 0.09, 0.12]
}

***

Record 3
{
  "formula": "C22H20F2N4O2PS3SbTc",
  "method": "ωB97M-V with the def2-TZVPD basis set",
  "total_charge": 1,
  "max_force_ha_per_bohr": 0.0110,
  "de_lowest_ev": 1.785,
  "e_homo_ev": [-10.63, -10.64],
  "multiplicity": 3,
  "e_tot_ha": -3276.3320,
  "symbols": ["Tc", "S", "Sb", "S", "S", "F", "C", "C", "C", "C", "C", "F", "C", "C", "C", "C", "C", "C", "N", "H", "H", "H", "H", "H", "H", "N", "C", "C", "C", "C", "C", "C", "C", "C", "C", "H", "H", "H", "H", "N", "C", "P", "O", "O", "C", "N", "H", "H", "H", "H", "H", "H", "H", "H", "H", "H"],
  "positions_angstrom": [[-1.20, -0.30, 0.69], [-1.80, -1.16, 5.17], [-1.67, 0.87, 4.18], [0.34, 0.04, 2.79], [-3.11, 0.31, 2.12], [-5.10, -3.05, -1.92], [-4.08, -2.20, -2.01], [-3.47, -1.76, -0.85], [-2.41, -0.86, -0.93], [-1.99, -0.40, -2.20], [-2.64, -0.90, -3.34], [-2.25, -0.49, -4.56], [-3.68, -1.80, -3.28], [-0.93, 0.60, -2.18], [-0.23, 1.10, -3.31], [0.94, 1.87, -3.12], [1.27, 2.29, -1.88], [0.35, 2.04, -0.75], [-0.59, 0.94, -0.95], [-3.84, -2.11, 0.10], [-4.17, -2.15, -4.17], [-0.55, 0.84, -4.30], [1.55, 2.13, -3.98], [2.14, 2.92, -1.69], [-0.26, 2.97, -0.64], [5.82, 5.99, 3.02], [5.01, 5.29, 2.62], [3.99, 4.40, 2.12], [4.35, 3.27, 1.40], [3.36, 2.43, 0.92], [2.02, 2.71, 1.15], [1.67, 3.84, 1.87], [2.65, 4.69, 2.36], [0.96, 1.82, 0.62], [0.37, 0.82, 1.26], [5.39, 3.05, 1.23], [3.64, 1.54, 0.36], [0.63, 4.07, 2.06], [2.38, 5.58, 2.92], [-0.69, -3.12, 2.92], [-0.89, -3.56, 1.52], [-0.11, -2.34, 0.37], [1.40, -2.44, 0.47], [-2.52, -1.20, 1.87], [-0.38, -3.23, -1.26], [0.84, -2.82, -2.02], [-0.86, -3.87, 3.59], [-1.32, -2.33, 3.23], [0.26, -2.79, 3.08], [-1.96, -3.62, 1.33], [-0.43, -4.54, 1.39], [-1.28, -2.96, -1.81], [-0.32, -4.31, -1.12], [0.69, -1.91, -2.47], [1.13, -3.49, -2.73], [1.58, -2.71, -1.28]],
  "lowdin_charge": [0.96, -0.17, 0.55, 0.48, 0.42, 0.10, -0.27, -0.05, -0.23, -0.15, -0.22, 0.08, 0.07, -0.21, 0.03, -0.05, 0.02, -0.26, -0.02, 0.10, 0.14, 0.11, 0.12, 0.12, 0.19, 0.17, -0.17, -0.22, -0.01, -0.01, -0.20, 0.00, -0.01, -0.22, -0.70, 0.13, 0.13, 0.12, 0.13, 0.08, -0.26, 0.64, -0.44, -0.99, -0.21, 0.13, 0.16, -0.03, 0.12, 0.10, 0.11, 0.07, 0.11, 0.15, 0.17, 0.12]
}